Record 1
ORCA calculation (the ωB97M-V functional and the def2-TZVPD basis) on a molecular structure, C2H6N2S in a non-equilibrium geometry.

The value obtained for the largest force on an atom is 7.4 eV/A. The calculation puts the HOMO energy at -8.73 eV. Its energy above the lowest of the compared OMol25 structures with the same formula, charge and spin is 55.4 kcal per mole. As for the calculated total energy: -587.41575 Eh. The value obtained for the molar mass is 90.2 g/mol.

Last column: natural (NBO) charge in e.
Geometry (Å):
C: 1.48898 1.05591 0.78598  -0.43
C: -0.39409 -0.24609 0.14071  0.23
H: 1.96445 0.56832 -0.07462  0.23
H: 0.79783 1.92084 0.36287  0.18
H: 1.95940 1.41253 1.63396  0.21
H: -0.27099 0.74698 1.83831  0.35
H: -1.08051 -1.67336 1.36390  0.40
H: -1.99397 -1.35541 -0.05585  0.40
N: 0.58159 -0.01939 1.12516  -0.57
N: -1.46322 -0.85907 0.74238  -0.82
S: -0.11088 -0.02060 -1.48134  -0.16

Record 2
ORCA calculation (the ωB97M-V functional and the def2-TZVPD basis) on a single C2H6N2S molecule in a non-equilibrium geometry.

The value obtained for the largest force on an atom is 2.0 eV/A. The calculation puts the HOMO energy at -8.95 eV. Its energy above the lowest of the compared OMol25 structures with the same formula, charge and spin is 4.6 kcal per mole. Its structure (SMILES) is [H]/N=C(/N)SC. As for the calculated total energy: -587.49663 Eh. The value obtained for the molar mass is 90.2 g/mol.

Last column: natural (NBO) charge in e.
Geometry (Å):
H: 2.02556 -2.07065 -0.00436  0.35
N: 2.13199 -1.03637 0.02854  -0.72
C: 1.02526 -0.43490 0.05890  0.31
N: 0.96892 0.97825 0.02672  -0.85
S: -0.55094 -1.30678 -0.02945  0.20
C: -1.72970 0.05349 0.05496  -0.76
H: 1.87986 1.37106 0.00721  0.40
H: 0.19436 1.43810 -0.44474  0.39
H: -1.73567 0.70842 -0.83499  0.21
H: -2.70805 -0.37642 0.21002  0.24
H: -1.50158 0.67580 0.92720  0.23

Record 3
ORCA calculation (the ωB97M-V functional and the def2-TZVPD basis) on a single C2H6N2S molecule in a non-equilibrium geometry.

The value obtained for the largest force on an atom is 3.6 eV/A. The calculation puts the HOMO energy at -8.30 eV. Its energy above the lowest of the compared OMol25 structures with the same formula, charge and spin is 42.7 kcal per mole. Its structure (SMILES) is CS/C=N/N. As for the calculated total energy: -587.43594 Eh. The value obtained for the molar mass is 90.2 g/mol.

Last column: natural (NBO) charge in e.
Geometry (Å):
C: -0.59968 -2.04049 -0.27992  -0.71
S: -1.49511 -0.52620 -0.93222  0.16
C: -0.38257 0.84162 -0.44974  -0.07
N: 0.57794 0.71447 0.32790  -0.30
N: 1.02298 1.82992 1.04776  -0.62
H: -0.91144 -2.77883 -0.93926  0.22
H: 0.50149 -1.87884 -0.35632  0.24
H: -0.83134 -2.16226 0.82583  0.23
H: -0.78927 1.72684 -0.89849  0.16
H: 0.87143 2.62780 0.46393  0.33
H: 2.03555 1.64598 1.19053  0.36

Record 4
ORCA calculation (the ωB97M-V functional and the def2-TZVPD basis) on a molecular structure, C2H6N2S in a non-equilibrium geometry.

The value obtained for the largest force on an atom is 3.2 eV/A. The calculation puts the HOMO energy (alpha / beta) at -6.82 / -6.69 eV. Its energy above the lowest of the compared OMol25 structures with the same formula, charge and spin is 113.9 kcal per mole. As for the calculated total energy: -587.32243 Eh. The value obtained for the molar mass is 90.2 g/mol.

Last column: natural (NBO) charge in e.
Geometry (Å):
C: -0.68110 -0.87898 -0.33043  -0.78
C: -0.25183 1.84226 -0.14615  -0.85
N: 2.11059 -0.08390 -0.04978  -0.36
N: 2.15488 0.16549 1.08942  -0.17
S: 0.23041 0.54124 -1.03159  0.68
H: -0.63410 -1.11562 0.71700  0.24
H: -0.36798 -1.73205 -0.93899  0.23
H: -1.78934 -0.83248 -0.46059  0.24
H: 0.29573 2.72866 -0.42460  0.23
H: -0.51065 1.43929 0.75154  0.21
H: 2.90649 -0.48068 -0.60535  0.32

Record 5
ORCA calculation (the ωB97M-V functional and the def2-TZVPD basis) on a single C2H6N2S molecule in a non-equilibrium geometry.

The value obtained for the largest force on an atom is 1.0 eV/A. The calculation puts the HOMO energy at -8.54 eV. Its energy above the lowest of the compared OMol25 structures with the same formula, charge and spin is 24.9 kcal per mole. Its structure (SMILES) is C/N=C/NS. As for the calculated total energy: -587.46435 Eh. The value obtained for the molar mass is 90.2 g/mol.

Last column: natural (NBO) charge in e.
Geometry (Å):
C: 2.63063 -0.33399 0.01130  -0.42
N: 1.17920 -0.41018 -0.05167  -0.49
C: 0.60453 0.70368 -0.03572  0.27
N: -0.76723 0.85104 -0.02271  -0.76
S: -1.88896 -0.40374 -0.03495  0.19
H: 2.99716 0.70728 0.19724  0.16
H: 3.05648 -0.72818 -0.90841  0.20
H: 3.03808 -0.93462 0.85712  0.20
H: 1.10716 1.68763 0.00425  0.15
H: -1.12463 1.67993 0.43572  0.40
H: -1.14572 -1.25626 0.64036  0.12

Record 6
ORCA calculation (the ωB97M-V functional and the def2-TZVPD basis) on a gas-phase ion, C2H6N3 (charge +1) in a non-equilibrium geometry.

The value obtained for the largest force on an atom is 5.0 eV/A. The calculation puts the HOMO energy at -14.92 eV. Its energy above the lowest of the compared OMol25 structures with the same formula, charge and spin is 113.2 kcal per mole. Its structure (SMILES) is C1N[C@]12N[NH2+]2. As for the calculated total energy: -243.65450 Eh. The value obtained for the molar mass is 72.1 g/mol. The charge is +1.

Last column: natural (NBO) charge in e.
Geometry (Å):
C: 1.17955 0.47448 -0.19038  -0.27
N: 1.07665 -0.96039 0.21418  -0.55
C: -0.05902 -0.21581 -0.16436  0.32
N: -1.26467 -0.39370 -0.77014  -0.31
N: -1.20466 0.02783 0.61034  -0.42
H: 1.87591 0.89974 -0.90109  0.27
H: 1.29584 1.32131 0.64018  0.22
H: 1.38334 -1.70093 -0.39765  0.42
H: -1.46669 0.39323 -1.36176  0.39
H: -1.48441 -0.81198 1.26008  0.47
H: -1.33183 0.96622 1.06059  0.46

Record 7
ORCA calculation (the ωB97M-V functional and the def2-TZVPD basis) on a gas-phase ion, C2H6N3 (charge +1) in a non-equilibrium geometry.

The value obtained for the largest force on an atom is 4.0 eV/A. The calculation puts the HOMO energy at -15.77 eV. Its energy above the lowest of the compared OMol25 structures with the same formula, charge and spin is 89.6 kcal per mole. Its structure (SMILES) is C[N+](N)=C=N. As for the calculated total energy: -243.69208 Eh. The value obtained for the molar mass is 72.1 g/mol. The charge is +1.

Last column: natural (NBO) charge in e.
Geometry (Å):
C: -0.67257 -1.12653 0.05540  -0.42
N: -0.08665 0.22778 0.00938  -0.32
N: -1.28866 1.34864 0.04761  -0.50
C: 1.21075 0.04676 -0.05422  0.74
N: 2.36305 0.11555 0.13003  -0.48
H: 0.06144 -1.83079 0.45989  0.23
H: -1.54046 -1.12900 0.70894  0.26
H: -0.95867 -1.46026 -0.94304  0.23
H: -1.01759 2.06648 0.71569  0.39
H: -1.36341 1.70965 -0.90124  0.39
H: 3.29277 0.03172 -0.22845  0.48

Record 8
ORCA calculation (the ωB97M-V functional and the def2-TZVPD basis) on a gas-phase ion, C2H6N3O (charge +1) in a non-equilibrium geometry.

The value obtained for the largest force on an atom is 9.0 eV/A. The calculation puts the HOMO energy (alpha / beta) at -10.80 / -15.64 eV. As for the expectation value of S²: 2.0079. The spin multiplicity is 3. Its energy above the lowest of the compared OMol25 structures with the same formula, charge and spin is 80.1 kcal per mole. As for the calculated total energy: -318.75308 Eh. The value obtained for the molar mass is 88.1 g/mol. The charge is +1.

Last column: Mulliken spin population.
Geometry (Å):
C: -0.84344 -1.16998 -0.15063  0.67
C: -0.65558 1.13974 -0.23205  0.02
N: -1.92856 -0.67213 0.29760  0.68
N: 0.13617 -0.22886 -0.51818  0.15
N: 1.45751 -0.23872 0.16651  0.20
O: -1.86128 0.67171 0.24826  0.26
H: -0.49347 -2.11594 0.07694  0.03
H: -0.39194 1.83248 0.51947  0.02
H: -0.62965 1.59856 -1.15023  0.02
H: 1.71863 -1.15831 -0.14770  -0.03
H: 1.60057 -0.17425 1.24121  0.00
H: 1.89104 0.51569 -0.35120  -0.02

Record 9
ORCA calculation (the ωB97M-V functional and the def2-TZVPD basis) on 2 unconnected molecules or ions with the total composition C2H6N3O2 in a non-equilibrium geometry.

The value obtained for the largest force on an atom is 5.9 eV/A. The calculation puts the HOMO energy at -3.45 eV. Its energy above the lowest of the compared OMol25 structures with the same formula, charge and spin is 106.7 kcal per mole. As for the calculated total energy: -394.49018 Eh. The value obtained for the molar mass is 104.1 g/mol. The charge is -1.

Last column: natural (NBO) charge in e.
Geometry (Å):
C: 1.34737 -0.88830 0.40216  0.63
C: 0.38136 -0.63401 1.24573  -0.80
N: -0.34895 1.13874 -1.39495  -0.60
N: -2.48361 1.61905 -0.91784  -0.65
N: -1.33279 1.00309 -0.59685  0.01
O: 2.32786 -1.87047 0.76833  -0.74
O: 1.65156 -0.56742 -0.83873  -0.80
H: -0.51895 -0.04454 0.97321  0.24
H: 0.28452 -1.14734 2.11738  0.17
H: -0.52657 1.74502 -2.19480  0.33
H: 0.39585 0.24645 -1.14268  0.47
H: 1.96119 -2.16511 1.65162  0.44
H: -3.13882 1.56484 -0.07259  0.30

Record 10
ORCA calculation (the ωB97M-V functional and the def2-TZVPD basis) on a gas-phase ion, C2H6N3O2 (charge +1) in a non-equilibrium geometry.

The value obtained for the largest force on an atom is 3.7 eV/A. The calculation puts the HOMO energy at -14.67 eV. Its energy above the lowest of the compared OMol25 structures with the same formula, charge and spin is 26.9 kcal per mole. Its structure (SMILES) is NC(=O)/[N+](N)=C\O. As for the calculated total energy: -394.23859 Eh. The value obtained for the molar mass is 104.1 g/mol. The charge is +1.

Last column: natural (NBO) charge in e.
Geometry (Å):
N: 0.70788 -1.75881 -0.39828  -0.80
C: 1.25912 -0.67082 0.09575  0.81
O: 2.25650 -0.46987 0.67677  -0.49
N: 0.28728 0.61664 0.13128  -0.19
N: 0.97281 1.76400 -0.22562  -0.59
C: -0.98036 0.37983 0.11730  0.44
O: -1.35825 -0.89635 0.41394  -0.63
H: -0.06584 -1.79130 -1.09811  0.44
H: 1.48628 -2.47005 -0.54565  0.45
H: 0.31355 2.48184 -0.26512  0.38
H: 1.84693 2.05463 0.17415  0.44
H: -1.80572 1.07496 0.02988  0.22
H: -2.32712 -0.79782 0.74734  0.53

Record 11
ORCA calculation (the ωB97M-V functional and the def2-TZVPD basis) on a gas-phase ion, C2H6N3O2 (charge +1) in a non-equilibrium geometry.

The value obtained for the largest force on an atom is 7.9 eV/A. The calculation puts the HOMO energy (alpha / beta) at -13.02 / -15.07 eV. As for the expectation value of S²: 2.0075. The spin multiplicity is 3. Its energy above the lowest of the compared OMol25 structures with the same formula, charge and spin is 68.6 kcal per mole. As for the calculated total energy: -393.98372 Eh. The value obtained for the molar mass is 104.1 g/mol. The charge is +1.

Last column: Mulliken spin population.
Geometry (Å):
C: -0.34893 0.06846 0.03416  0.01
C: 0.65571 -1.07403 0.30060  0.05
N: 0.81235 0.23046 0.97206  0.01
N: -1.62073 0.16731 0.34513  0.02
N: 0.09331 0.63418 -1.27110  0.44
O: 1.23328 1.02738 -1.34045  0.57
O: -0.80963 0.72904 -2.06958  0.90
H: 1.30270 -1.25739 -0.63781  0.00
H: 0.50188 -2.02381 0.77090  0.00
H: 1.44389 0.88658 0.32024  0.00
H: 0.96925 0.25585 1.98484  0.00
H: -2.16692 -0.54623 0.82432  0.00
H: -2.06616 0.90219 -0.23330  -0.01

Record 12
ORCA calculation (the ωB97M-V functional and the def2-TZVPD basis) on 2 unconnected molecules or ions with the total composition C2H6N3OS in a non-equilibrium geometry.

The value obtained for the largest force on an atom is 4.9 eV/A. The calculation puts the HOMO energy at -14.70 eV. Its energy above the lowest of the compared OMol25 structures with the same formula, charge and spin is 29.3 kcal per mole. As for the calculated total energy: -717.23469 Eh. The value obtained for the molar mass is 120.2 g/mol. The charge is +1.

Last column: natural (NBO) charge in e.
Geometry (Å):
C: 1.20026 -0.47410 0.19682  0.34
C: -3.19708 0.00096 -0.30540  0.86
N: 2.23472 -1.21821 0.61443  -0.73
N: -2.71268 1.04217 -0.53305  -0.78
N: 1.47418 0.68239 -0.53370  -0.75
O: -3.56149 -1.08394 -0.04496  -0.50
S: -0.44836 -0.76646 0.52214  0.28
H: 3.21347 -1.08370 0.31672  0.45
H: 1.90248 -1.86681 1.36420  0.45
H: -2.88089 1.93256 -0.69598  0.43
H: -0.39590 0.50327 0.32928  0.13
H: 2.41283 0.96237 -0.67578  0.42
H: 0.75845 1.36950 -0.55471  0.41